# C39H81Cl3N2O36PS8Si

A cluster of 9 separate species, C39H81Cl3N2O36PS8Si in total at a distorted geometry (the ωB97M-V functional and the def2-TZVPD basis, the Open Molecules 2025 dataset).

```
171
Properties=species:S:1:pos:R:3:forces:R:3
C 1.43389 0.68486 6.83240 -0.16 -0.15 -0.22
C 0.08095 0.29967 6.23051 0.21 0.08 0.01
O -0.14141 1.07228 5.06786 0.05 -0.21 -0.01
C -1.13755 0.55447 4.21095 -0.19 0.71 -0.10
C -0.69196 0.31227 2.74237 -0.34 -0.56 -0.29
C -1.64469 -0.79844 2.22686 0.15 -0.36 0.58
C -3.11453 -0.39194 2.28058 0.30 -0.16 0.00
O -3.79122 -0.92388 1.13989 -0.16 0.21 0.21
Si -5.44109 -0.90463 1.05190 -0.16 0.11 -0.19
C -5.90069 -0.22755 -0.63444 0.02 -0.14 0.45
C -6.25725 0.20243 2.31768 0.09 -0.06 0.40
C -6.13843 -2.62482 1.28012 -0.18 0.36 -0.20
O -0.90428 1.41874 1.93208 0.33 0.33 0.31
P 0.54786 2.09323 1.09843 -1.44 0.33 -0.11
N -0.54654 3.40319 0.52355 0.53 0.03 -0.53
C 0.93852 3.10191 2.69798 0.54 -0.23 0.30
C 2.22739 2.79923 3.40532 0.02 -0.01 -0.19
N 2.44663 3.19294 4.59099 0.11 0.13 0.48
C 0.02711 1.06262 -0.45688 0.58 -0.03 -0.05
C 1.08880 0.45888 -1.38701 -0.57 -0.41 -0.35
C 1.58811 -0.93309 -1.05526 0.81 0.40 -0.28
Cl 0.33846 -2.20289 -1.32982 -0.13 -0.08 0.19
C 2.08099 2.99263 0.23424 -0.14 -0.16 -0.03
Cl 3.60162 2.01305 0.32825 0.03 -0.04 -0.03
C 1.81168 3.63935 -1.15908 0.71 0.58 0.26
C 1.70681 5.18650 -1.09723 -0.21 -0.32 -0.22
Cl 3.24089 3.33723 -2.29176 -0.44 -0.03 -0.45
O 1.45328 0.73878 1.68374 -0.32 -0.41 -0.25
C 0.80994 -0.07427 2.64488 0.77 0.10 0.15
C 1.07842 -1.55160 2.39195 0.13 0.05 0.00
C 2.54494 -1.93546 2.58633 -0.52 -0.66 -0.19
C 2.72069 -3.47518 2.53743 0.23 -0.17 -0.02
C 3.16216 -4.07820 3.88834 -0.04 0.23 -0.22
C 3.64366 -3.90028 1.38631 -0.25 -0.10 -0.04
H 1.32275 1.05108 7.85088 0.13 0.04 0.03
H 2.11325 -0.16759 6.82250 0.03 0.00 0.14
H 1.87438 1.45771 6.20519 -0.06 0.15 0.11
H -0.73200 0.47595 6.94724 -0.04 -0.08 0.00
H 0.07849 -0.76711 5.97363 -0.09 -0.01 -0.02
H -1.57783 -0.35590 4.63038 0.18 -0.10 0.06
H -1.93621 1.30518 4.16038 -0.08 -0.09 -0.04
H -1.52808 -1.67210 2.87599 0.02 -0.12 -0.14
H -1.38107 -1.13133 1.22496 -0.07 0.28 -0.14
H -3.56454 -0.79789 3.19530 -0.07 0.04 0.00
H -3.20640 0.69493 2.33120 -0.05 0.02 -0.29
H -6.90757 -0.54617 -0.90890 0.03 -0.03 -0.16
H -5.89882 0.86070 -0.55888 0.09 0.04 -0.19
H -5.16696 -0.54926 -1.37270 -0.10 0.04 -0.16
H -5.94751 1.24747 2.27795 -0.02 0.01 -0.16
H -6.09354 -0.12959 3.34658 0.04 -0.08 -0.02
H -7.33468 0.13660 2.14449 0.00 0.14 -0.08
H -7.19079 -2.49762 1.55192 -0.02 -0.14 0.05
H -6.12539 -3.15643 0.32714 0.11 -0.25 0.12
H -5.63571 -3.19935 2.05669 0.03 -0.08 -0.05
H -0.19556 4.32848 0.71410 -0.26 0.01 0.33
H -1.46596 3.28120 0.92342 0.05 0.09 0.12
H 0.98169 4.17390 2.48446 -0.09 -0.01 -0.19
H 0.15863 2.99888 3.45308 -0.15 -0.06 -0.14
H 3.00182 2.24411 2.87752 -0.09 -0.07 -0.23
H 3.38394 2.89946 4.86817 0.03 0.05 0.05
H -0.60828 0.25588 -0.09368 0.08 -0.07 0.04
H -0.62972 1.67429 -1.07192 0.02 0.16 0.10
H 1.97746 1.07011 -1.54107 -0.02 0.08 0.20
H 0.63637 0.35920 -2.38429 0.09 0.14 -0.07
H 1.98180 -1.00616 -0.04775 -0.32 -0.09 0.17
H 2.39962 -1.19409 -1.73452 -0.05 -0.10 -0.04
H 2.32180 3.82374 0.88819 0.02 0.02 0.04
H 0.92682 3.25456 -1.65282 0.16 -0.36 -0.03
H 2.00804 5.59039 -0.13366 0.08 -0.06 0.02
H 2.33921 5.59940 -1.87748 0.03 0.19 0.08
H 0.69167 5.52531 -1.30328 -0.10 -0.16 0.13
H 1.34571 0.13261 3.58136 -0.50 0.14 0.29
H 0.73460 -1.84846 1.39969 -0.03 -0.05 -0.01
H 0.50083 -2.14296 3.11051 -0.06 0.06 0.06
H 3.15707 -1.49651 1.79806 0.09 0.32 0.21
H 2.85693 -1.58174 3.57060 0.23 0.25 -0.13
H 1.74485 -3.91227 2.30485 -0.04 0.03 0.01
H 3.64375 -3.34834 4.53704 0.05 0.03 -0.04
H 3.88115 -4.88450 3.73656 -0.09 -0.14 0.10
H 2.29401 -4.46214 4.42863 0.07 -0.05 0.12
H 3.98368 -4.93125 1.50674 0.06 0.01 0.04
H 4.51385 -3.24974 1.29225 0.06 -0.04 0.05
H 3.08647 -3.87481 0.44674 0.13 0.21 -0.09
C 5.62522 0.84148 -3.27443 0.22 0.13 0.23
C 6.34555 1.48238 -4.43941 -0.26 0.10 -0.16
O 7.15956 0.42676 -4.97394 0.09 -0.01 0.15
S 6.41267 -0.97487 -4.79647 -0.08 0.10 0.10
O 5.74959 -1.30668 -6.00975 -0.03 -0.09 0.00
O 7.31535 -1.88340 -4.19176 -0.90 -0.11 0.05
O 5.32122 -0.48602 -3.74518 -0.06 0.08 -0.16
H 6.26819 0.76144 -2.39698 0.00 -0.01 0.00
H 4.71249 1.36699 -3.01355 -0.16 -0.22 0.02
H 6.97745 2.31359 -4.14080 0.15 -0.10 -0.02
H 5.64716 1.80916 -5.21255 -0.02 0.02 0.03
C -3.58522 -5.07358 -1.83230 0.02 0.31 0.21
C -2.91958 -6.05542 -0.89134 0.18 -0.14 -0.23
O -4.00910 -6.57954 -0.11559 -0.07 0.16 0.05
S -5.32996 -6.65695 -1.00752 0.23 0.19 0.00
O -5.48718 -7.97469 -1.51139 -0.12 -0.01 -0.06
O -6.37740 -6.00829 -0.30770 -0.14 -0.14 0.09
O -4.82181 -5.71698 -2.19295 0.14 -0.20 -0.07
H -3.81500 -4.13053 -1.33370 0.03 -0.01 0.02
H -3.00026 -4.88186 -2.72689 -0.11 -0.10 -0.10
H -2.19403 -5.58606 -0.23362 -0.13 0.00 0.14
H -2.45009 -6.87933 -1.43216 0.01 0.02 -0.02
C 3.46491 -7.54533 7.74703 -0.18 -0.08 0.22
C 2.40395 -6.81694 6.94605 0.11 -0.09 -0.34
O 2.50065 -5.46269 7.40128 -0.05 -0.07 0.26
S 4.01845 -5.11128 7.75647 -0.10 -0.09 -0.12
O 4.62541 -4.46873 6.65081 0.20 0.07 0.13
O 4.05005 -4.54810 9.05646 0.00 0.08 0.00
O 4.55610 -6.61981 7.80813 -0.02 -0.01 -0.14
H 3.12762 -7.75521 8.76395 -0.03 0.00 -0.01
H 3.79545 -8.46561 7.27346 0.15 0.08 -0.05
H 1.40115 -7.19172 7.12942 -0.04 0.16 0.10
H 2.61594 -6.84100 5.87510 0.01 -0.03 0.01
C -2.62580 7.75385 -0.11756 -0.17 -0.33 -0.01
C -2.96029 8.20004 1.29189 -0.03 0.30 -0.08
O -1.90842 7.64531 2.08957 -0.05 -0.15 -0.06
S -0.54680 7.61551 1.25360 -0.27 0.09 -0.15
O 0.23693 8.75068 1.58356 0.12 -0.04 -0.03
O -0.02526 6.30348 1.30358 0.26 0.13 0.32
O -1.19811 7.85889 -0.18693 -0.04 0.29 0.06
H -2.90624 6.71312 -0.28999 -0.01 0.00 0.02
H -3.07428 8.38574 -0.87915 0.16 0.07 -0.04
H -3.91759 7.82396 1.64086 0.09 -0.13 0.11
H -2.93442 9.28781 1.38690 -0.02 0.00 -0.03
C -1.43578 0.32588 -5.65780 -0.11 -0.24 0.28
C -2.80909 0.85267 -6.02590 0.07 0.01 -0.29
O -2.98581 1.98900 -5.16924 0.04 -0.11 0.07
S -1.57824 2.69884 -4.91043 0.06 -0.24 0.16
O -1.43711 3.79841 -5.80490 0.09 -0.04 0.11
O -1.40388 2.85482 -3.51789 -0.05 0.25 0.04
O -0.65649 1.51174 -5.44178 -0.06 0.09 -0.31
H -1.45446 -0.24992 -4.73084 -0.03 0.01 0.00
H -0.98366 -0.26722 -6.44764 0.13 0.14 -0.03
H -3.60410 0.13522 -5.84592 -0.06 0.10 0.15
H -2.84657 1.18895 -7.06467 0.01 -0.03 -0.01
C 11.63074 -1.35207 -7.07598 0.17 0.22 0.14
C 12.23867 -2.59041 -6.44768 -0.06 -0.23 -0.24
O 11.48846 -2.77728 -5.24730 0.02 0.11 -0.04
S 9.96435 -2.29681 -5.46974 0.77 0.13 -0.29
O 9.16733 -3.42095 -5.78792 -0.13 0.02 0.08
O 9.67912 -1.37463 -4.44364 0.40 0.09 0.23
O 10.22979 -1.48194 -6.83060 -0.04 -0.26 -0.15
H 11.98803 -0.43990 -6.59315 0.03 -0.02 0.01
H 11.80765 -1.29254 -8.14676 -0.16 -0.03 -0.03
H 13.29087 -2.47013 -6.20441 -0.04 0.01 0.16
H 12.10689 -3.46742 -7.08596 0.02 0.03 -0.04
C -0.68906 4.78709 -9.54091 0.18 0.22 0.14
C -1.81051 4.87630 -8.52884 -0.05 -0.22 -0.10
O -2.71908 5.83165 -9.11284 0.19 0.12 -0.04
S -2.69570 5.70937 -10.69818 0.03 -0.05 0.08
O -3.77436 4.89787 -11.13859 -0.01 0.01 -0.10
O -2.49102 7.00193 -11.24584 -0.08 0.05 -0.02
O -1.35291 4.85393 -10.81459 -0.07 -0.15 0.06
H -0.00599 5.63407 -9.46095 -0.01 0.00 0.02
H -0.12870 3.85950 -9.46918 -0.08 -0.06 -0.16
H -1.47976 5.22137 -7.55851 -0.14 0.18 0.00
H -2.33223 3.92582 -8.41743 0.01 0.00 0.03
C -10.66965 -2.63675 4.79818 0.15 -0.27 -0.10
C -9.47625 -1.92994 5.40894 -0.16 0.15 0.25
O -8.91850 -1.18915 4.31713 0.01 -0.22 -0.11
S -10.07973 -0.70508 3.33514 0.03 -0.08 0.11
O -10.43513 0.63112 3.64820 -0.09 0.04 -0.13
O -9.73988 -1.09501 2.01590 0.06 0.13 -0.06
O -11.22612 -1.67152 3.89486 0.01 0.10 0.20
H -10.36687 -3.51502 4.22537 0.02 0.00 0.02
H -11.41715 -2.91887 5.53431 -0.11 0.13 -0.06
H -8.73079 -2.61478 5.80224 0.12 0.04 -0.15
H -9.77870 -1.22766 6.18830 -0.02 -0.03 0.01
```
Forces are in eV/Å.

Calculated values
- electronic energy (Eh) = -9549.5963
- net charge = -1
- gap between HOMO and LUMO (Ha) = 0.2443